Entry 1:
Here is C31H50IrO3P2S as an isolated structure in a non-equilibrium geometry from the OMol25 dataset. Energies are from the ωB97M-V functional and the def2-TZVPD basis.

As for the charge: +1. For the largest force on an atom, the calculation gives 4.063 eV/A. As for the spin multiplicity: 5. The value obtained for the relative energy (zero: lowest compared OMol25 entry of this formula, charge and spin) is 57.28 kcal per mole. The calculation puts the HOMO energy (spin up / spin down) at -0.3360 / -0.3349 Eh. The calculation puts the frontier orbital gap (spin up / spin down) at 4.4 / 2.2 eV.

Cartesian coordinates (Å):
C (1.374, -4.044, -0.668)
H (-2.703, -0.368, -5.686)
C (-2.008, 1.209, 0.071)
C (1.841, 3.278, -2.239)
H (0.262, -4.764, 1.024)
H (-0.689, 4.292, -1.182)
H (-0.340, 4.986, -6.346)
H (2.690, -4.659, -2.314)
H (1.436, -2.943, -0.633)
C (-0.547, 4.579, -5.344)
H (-1.181, 3.927, -2.848)
H (-1.840, -5.251, 0.068)
P (0.179, 2.921, -5.270)
H (2.874, -0.746, -1.550)
H (-2.280, 0.205, 0.417)
C (-2.148, -2.339, 4.909)
C (-2.316, -2.624, 6.263)
H (0.811, 0.482, -7.262)
H (-4.074, -4.819, 3.587)
H (2.476, 2.132, -5.579)
H (3.277, 0.522, -0.372)
C (1.045, -3.506, -3.071)
C (-1.107, -2.660, -2.015)
H (1.471, -1.583, -5.651)
H (2.432, 3.900, -5.187)
H (1.408, 3.908, -3.031)
C (0.373, -1.590, -5.660)
C (0.995, 2.071, -2.033)
C (-1.897, -3.889, -1.577)
H (-0.522, -2.251, -1.183)
C (-0.240, -3.231, -3.013)
C (-3.067, -3.736, 6.676)
C (-0.209, 0.706, -6.916)
H (-2.205, -1.339, -4.247)
H (-4.234, -4.140, 8.448)
C (-0.471, 2.231, -1.731)
C (2.790, 0.332, -1.343)
S (-2.334, -2.911, 2.205)
C (1.614, -4.540, -2.117)
H (0.050, 2.759, -7.643)
C (1.397, 0.816, -1.370)
H (-1.447, 1.978, -3.890)
H (1.704, -3.275, -3.914)
H (1.894, 3.875, -1.317)
C (-3.560, -4.231, 4.342)
H (1.385, -1.214, 0.386)
C (-0.475, 2.196, -6.856)
H (-1.831, 1.818, 0.972)
C (-3.186, -4.109, 8.127)
H (-1.555, 2.409, -6.892)
Ir (0.090, 1.439, -3.735)
H (-2.657, -3.390, 8.756)
P (-0.344, -0.024, -5.211)
H (2.842, 2.973, -2.549)
H (0.022, -2.379, -4.980)
H (2.246, -4.334, -0.058)
H (-1.635, 4.525, -5.203)
H (-1.736, -1.833, -2.357)
C (0.320, 0.358, -0.593)
H (-2.763, -5.102, 8.325)
C (0.472, -0.624, 0.511)
H (-1.577, -1.470, 4.593)
C (-2.099, -0.378, -4.771)
H (-2.885, 1.646, -0.416)
C (-1.187, 3.542, -1.817)
O (-3.040, -4.025, 1.581)
H (0.541, -0.098, 1.478)
H (-4.337, -5.353, 6.008)
C (-0.806, 1.202, -0.785)
C (0.100, -4.494, -0.025)
H (-2.898, -3.624, -1.204)
H (-0.370, -1.310, 0.624)
H (3.357, 0.858, -2.121)
C (-2.723, -3.178, 3.945)
C (-1.158, -4.614, -0.494)
C (1.954, 3.088, -5.755)
H (-2.096, -4.532, -2.452)
H (0.043, -1.810, -6.689)
H (1.132, -5.521, -2.275)
O (-0.873, -3.006, 2.209)
H (-0.126, 5.264, -4.599)
H (-2.458, 0.421, -4.101)
O (-2.843, -1.574, 1.904)
H (-0.877, 0.149, -7.583)
H (-2.234, 3.417, -1.509)
H (-1.853, -1.987, 7.020)
H (1.970, 3.335, -6.825)
C (-3.711, -4.511, 5.702)

How is the electron density shared among the atoms? According to Löwdin, the charges in e are:
1. C -0.19
2. H 0.06
3. C 0.02
4. C -0.04
5. H 0.10
6. H 0.12
7. H 0.07
8. H 0.10
9. H 0.07
10. C -0.23
11. H 0.04
12. H 0.10
13. P 0.63
14. H 0.10
15. H 0.08
16. C -0.07
17. C -0.05
18. H 0.10
19. H 0.11
20. H 0.05
21. H 0.12
22. C -0.13
23. C -0.21
24. H 0.06
25. H 0.05
26. H 0.05
27. C -0.25
28. C -0.43
29. C -0.17
30. H 0.09
31. C -0.02
32. C -0.28
33. C -0.37
34. H 0.04
35. H 0.08
36. C -0.32
37. C 0.00
38. S 0.45
39. C -0.17
40. H 0.09
41. C -0.17
42. H 0.06
43. H 0.09
44. H 0.12
45. C -0.05
46. H 0.08
47. C -0.37
48. H 0.13
49. C -0.06
50. H 0.10
51. Ir 0.85
52. H 0.07
53. P 0.63
54. H 0.09
55. H 0.01
56. H 0.12
57. H 0.06
58. H 0.09
59. C -0.13
60. H 0.08
61. C 0.01
62. H 0.11
63. C -0.22
64. H 0.10
65. C -0.03
66. O -0.35
67. H 0.14
68. H 0.11
69. C -0.12
70. C -0.11
71. H 0.12
72. H 0.07
73. H 0.08
74. C -0.26
75. C -0.10
76. C -0.21
77. H 0.12
78. H 0.07
79. H 0.13
80. O -0.36
81. H 0.06
82. H 0.01
83. O -0.37
84. H 0.10
85. H 0.10
86. H 0.11
87. H 0.06
88. C -0.04

Entry 2:
Here is C31H50N2O2SeV as an isolated structure in a non-equilibrium geometry from the OMol25 dataset. Energies are from the ωB97M-V functional and the def2-TZVPD basis.

As for the charge: +1. For the largest force on an atom, the calculation gives 6.274 eV/A. As for the spin multiplicity: 3. The value obtained for the relative energy (zero: lowest compared OMol25 entry of this formula, charge and spin) is 51.83 kcal per mole. The calculation puts the HOMO energy (spin up / spin down) at -0.3843 / -0.4052 Eh. The calculation puts the frontier orbital gap (spin up / spin down) at 7.7 / 8.2 eV.

Cartesian coordinates (Å):
N (-4.706, -0.013, 1.339)
C (0.586, 3.673, 2.063)
H (-4.294, 2.935, 0.712)
C (2.519, -5.089, -1.162)
C (-2.062, -2.690, 2.909)
C (-5.594, -0.176, 0.179)
H (0.630, -1.599, -2.645)
H (3.404, 0.593, -2.786)
H (0.671, -2.428, 3.155)
C (-0.733, 3.451, 2.813)
C (1.843, 3.087, -0.021)
H (-0.665, -5.568, 1.629)
H (-2.207, -3.118, 3.899)
C (-1.235, -1.801, 0.213)
C (-0.312, 2.065, 0.230)
O (-1.441, 1.747, 0.819)
C (-0.967, -3.477, 2.179)
H (1.743, -5.829, -0.981)
H (-6.773, 1.007, -1.165)
H (4.983, 1.367, -2.729)
H (-1.588, 3.801, 2.233)
C (-4.873, 1.965, -1.009)
C (4.033, 1.265, -2.210)
H (2.575, 4.234, -3.251)
H (5.285, 3.619, -1.933)
H (-0.030, 5.542, 1.128)
H (1.676, 3.681, 3.934)
H (3.945, -3.437, -2.677)
H (-1.787, -1.637, 3.037)
H (-4.605, -0.916, 1.804)
H (1.091, -4.055, 2.635)
O (-2.220, -1.083, 0.725)
C (0.292, -2.001, -1.700)
H (-4.364, 1.357, -1.767)
H (3.288, -5.555, -1.774)
C (0.393, -3.559, 0.082)
C (3.145, -2.912, -2.162)
H (-6.488, 1.764, 0.403)
H (0.577, -5.045, -3.076)
V (-2.537, 0.530, 0.827)
H (-5.291, 2.852, -1.506)
H (2.608, 3.736, 0.373)
H (2.360, 2.639, -3.961)
H (3.993, 4.564, -1.208)
H (3.536, -2.539, -1.219)
C (3.376, 2.641, -2.026)
Se (-1.463, 0.289, -1.718)
H (2.853, -2.063, -2.772)
H (-0.712, 4.016, 3.743)
C (-0.072, 1.448, -1.020)
C (2.088, 2.463, -1.236)
H (-5.163, 0.619, 2.000)
H (1.708, 5.425, 1.384)
N (-3.874, 2.344, -0.008)
H (-6.501, -0.725, 0.464)
H (-1.736, -5.326, 3.001)
C (1.972, -3.870, -1.912)
C (0.297, -3.445, 3.055)
H (-3.157, 2.906, -0.466)
C (-0.720, -1.356, -1.024)
C (-1.447, -4.930, 2.031)
C (1.084, 1.638, -1.740)
H (4.669, 3.162, -0.353)
C (-6.021, 1.174, -0.391)
H (1.193, 1.137, -2.690)
H (-2.306, -4.987, 1.366)
C (3.041, 3.262, -3.390)
H (1.647, 2.109, 3.128)
C (4.385, 3.556, -1.326)
C (0.680, 2.929, 0.732)
H (4.222, 0.811, -1.240)
H (3.951, 3.396, -3.970)
H (1.038, -3.541, -3.859)
H (2.175, -4.886, -3.807)
H (0.066, -3.831, 4.045)
H (2.701, 3.389, 2.533)
C (-0.624, -2.924, 0.798)
C (0.739, 5.183, 1.809)
C (1.728, 3.183, 2.969)
H (2.975, -4.804, -0.217)
H (-0.874, 2.398, 3.068)
H (0.644, 5.726, 2.747)
H (0.842, -4.432, 0.523)
C (0.870, -3.144, -1.153)
H (-3.011, -2.759, 2.376)
C (1.403, -4.361, -3.250)
H (-5.070, -0.765, -0.582)

How is the electron density shared among the atoms? According to Löwdin, the charges in e are:
1. N -0.04
2. C -0.53
3. H 0.11
4. C -0.06
5. C -0.05
6. C -0.23
7. H 0.11
8. H 0.07
9. H 0.09
10. C -0.05
11. C 0.04
12. H 0.08
13. H 0.09
14. C -0.30
15. C -0.30
16. O -0.28
17. C -0.53
18. H 0.09
19. H 0.12
20. H 0.09
21. H 0.08
22. C -0.25
23. C -0.04
24. H 0.09
25. H 0.09
26. H 0.09
27. H 0.09
28. H 0.09
29. H 0.08
30. H 0.09
31. H 0.08
32. O -0.29
33. C -0.05
34. H 0.10
35. H 0.09
36. C 0.04
37. C -0.04
38. H 0.12
39. H 0.09
40. V 0.91
41. H 0.12
42. H 0.10
43. H 0.08
44. H 0.09
45. H 0.09
46. C -0.55
47. Se 1.22
48. H 0.07
49. H 0.09
50. C -0.36
51. C -0.15
52. H 0.11
53. H 0.08
54. N -0.02
55. H 0.12
56. H 0.09
57. C -0.55
58. C -0.03
59. H 0.10
60. C -0.37
61. C -0.03
62. C -0.05
63. H 0.09
64. C -0.18
65. H 0.11
66. H 0.09
67. C -0.04
68. H 0.09
69. C -0.06
70. C -0.08
71. H 0.09
72. H 0.09
73. H 0.08
74. H 0.09
75. H 0.09
76. H 0.08
77. C -0.07
78. C -0.03
79. C -0.03
80. H 0.09
81. H 0.08
82. H 0.09
83. H 0.10
84. C -0.15
85. H 0.08
86. C -0.04
87. H 0.13

> Look up the charge of the first one.

+1

> Number 1 is which compound?

C31H50IrO3P2S

> Which of these has the highest relative energy (zero: lowest compared OMol25 entry of this formula, charge and spin)?

C31H50IrO3P2S